A:
Formula: C2H8O3
Source: the OMol25 dataset
Level of theory: ωB97M-V with the def2-TZVPD basis set

CARTESIAN COORDINATES (ANGSTROEM)
C -0.549 3.724 -0.423
C 0.266 2.902 -1.066
O 1.149 2.099 -0.355
H -1.326 4.312 -0.868
H -0.600 3.816 0.647
H 0.584 2.899 -2.107
H 1.012 1.219 -0.719
H 0.603 -0.609 -2.944
H -0.209 -1.367 -1.833
O 0.423 -0.658 -1.984
H -0.979 -6.346 3.396
H 0.282 -5.982 4.010
O -0.658 -6.007 4.246

Summary:
highest occupied orbital energy = -0.3371 Eh
frontier orbital gap = 0.35558 Ha
SMILES string = C=CO.O.O

What are the Mulliken partial charges on each atom? They are as follows, in elementary charge units:
1 C -0.6708
2 C 0.0284
3 O -0.4769
4 H 0.2534
5 H 0.2423
6 H 0.3054
7 H 0.3162
8 H 0.3171
9 H 0.3127
10 O -0.6276
11 H 0.3168
12 H 0.3187
13 O -0.6355

---

B:
Formula: C2H8O3
Source: the OMol25 dataset
Level of theory: ωB97M-V with the def2-TZVPD basis set

CARTESIAN COORDINATES (ANGSTROEM)
C -0.957 1.014 -0.525
C -1.096 -0.186 0.039
O -0.069 -0.806 0.711
H -1.621 1.289 -1.337
H -0.319 1.837 -0.228
H -1.936 -0.835 -0.142
H 0.682 -0.229 0.599
H 0.444 -0.789 4.530
H 0.979 -0.909 3.035
O 1.186 -0.897 3.981
H 0.910 0.911 -3.727
H 1.220 -0.530 -3.613
O 0.577 0.129 -3.322

Summary:
highest occupied orbital energy = -0.3296 Eh
frontier orbital gap = 0.35386 Ha
SMILES string = C=CO.O.O

What are the Mulliken partial charges on each atom? They are as follows, in elementary charge units:
1 C -0.8127
2 C 0.1770
3 O -0.4813
4 H 0.2078
5 H 0.2781
6 H 0.3167
7 H 0.2999
8 H 0.3046
9 H 0.3490
10 O -0.6478
11 H 0.3027
12 H 0.3037
13 O -0.5977

---

We find A to be the most stable, with the next structure 7.7 kJ/mol higher.

---

A:
Formula: CH11N2O3
Source: the OMol25 dataset
Level of theory: ωB97M-V with the def2-TZVPD basis set

CARTESIAN COORDINATES (ANGSTROEM)
N 0.768 0.031 -0.538
C 0.272 -0.844 -1.370
N -0.639 -1.711 -1.022
H 0.411 0.203 0.391
H 1.644 0.475 -0.808
H 0.683 -0.872 -2.363
H -1.114 -2.279 -1.705
H -1.118 -1.606 -0.111
H 2.890 1.553 -2.599
H 4.072 1.014 -1.757
O 3.134 0.894 -1.935
H -1.434 -1.554 2.110
H -1.766 -0.008 1.881
O -1.398 -0.825 1.486
H -1.916 1.602 3.526
H -2.523 2.324 2.247
O -1.967 1.603 2.567

Summary:
highest occupied orbital energy = -0.5477 Eh
frontier orbital gap = 0.45242 Ha
total charge = +1

What are the Mulliken partial charges on each atom? They are as follows, in elementary charge units:
1 N -0.1976
2 C 0.1543
3 N -0.2449
4 H 0.2165
5 H 0.2533
6 H 0.3432
7 H 0.2534
8 H 0.3272
9 H 0.3257
10 H 0.3151
11 O -0.6869
12 H 0.3036
13 H 0.3887
14 O -0.7229
15 H 0.3203
16 H 0.3134
17 O -0.6624

---

B:
Formula: CH11N2O3
Source: the OMol25 dataset
Level of theory: ωB97M-V with the def2-TZVPD basis set

CARTESIAN COORDINATES (ANGSTROEM)
N -0.905 0.640 -0.829
C -1.622 -0.280 -1.375
N -1.039 -1.361 -1.959
H -0.008 0.309 -0.418
H -1.377 1.309 -0.217
H -2.698 -0.292 -1.464
H -1.293 -1.634 -2.888
H -0.352 -1.860 -1.426
H -1.436 0.860 2.179
H -2.474 2.002 2.343
O -2.123 1.355 1.713
H 2.664 0.296 -0.805
H 1.954 -0.133 0.467
O 1.794 0.053 -0.475
H 3.213 -1.289 2.555
H 3.222 0.228 2.385
O 3.104 -0.595 1.896

Summary:
highest occupied orbital energy = -0.5542 Eh
frontier orbital gap = 0.41234 Ha
total charge = +1

What are the Mulliken partial charges on each atom? They are as follows, in elementary charge units:
1 N -0.2005
2 C 0.1945
3 N -0.3383
4 H 0.2048
5 H 0.3622
6 H 0.3612
7 H 0.2401
8 H 0.2409
9 H 0.3209
10 H 0.3270
11 O -0.6536
12 H 0.3052
13 H 0.3716
14 O -0.7050
15 H 0.3237
16 H 0.3295
17 O -0.6842

---

We find A to be the most stable, with the next structure 123.7 kJ/mol higher.

---

A:
Formula: C3H3ClNO
Source: the OMol25 dataset
Level of theory: ωB97M-V with the def2-TZVPD basis set

CARTESIAN COORDINATES (ANGSTROEM)
C 0.713 0.753 -0.185
C 0.877 -0.515 -0.597
C -0.495 0.427 0.623
N -0.234 -0.935 0.104
O -1.100 -1.989 0.095
Cl -1.943 1.265 -0.114
H 1.233 1.765 -0.412
H 1.633 -1.127 -1.294
H -0.684 0.357 1.779

Summary:
highest occupied orbital energy (spin up / spin down) = -0.5661 / -0.5984 Eh
frontier orbital gap (spin up / spin down) = 0.38700 / 0.26085 Ha
total charge = +1
⟨S²⟩ = 2.023
multiplicity = 3

What are the Mulliken partial charges on each atom? They are as follows, in elementary charge units:
1 C -0.4190
2 C -0.0193
3 C 0.1743
4 N 0.2469
5 O -0.0338
6 Cl -0.0615
7 H 0.3771
8 H 0.3838
9 H 0.3515

---

B:
Formula: C3H3ClNO
Source: the OMol25 dataset
Level of theory: ωB97M-V with the def2-TZVPD basis set

CARTESIAN COORDINATES (ANGSTROEM)
C -1.505 1.337 0.671
C -1.079 1.397 -0.462
C 1.620 -0.322 -0.084
N 0.832 -1.194 -0.135
O 0.640 -2.447 0.034
Cl 2.379 1.074 0.017
H -1.461 1.452 1.702
H -1.101 1.277 -1.523
H -0.325 -2.573 -0.220

Summary:
highest occupied orbital energy (spin up / spin down) = -0.4705 / -0.5335 Eh
frontier orbital gap (spin up / spin down) = 0.30782 / 0.16542 Ha
total charge = +1
⟨S²⟩ = 2.012
multiplicity = 3

What are the Mulliken partial charges on each atom? They are as follows, in elementary charge units:
1 C -0.1882
2 C -0.5157
3 C 0.4102
4 N 0.0611
5 O -0.1477
6 Cl 0.1198
7 H 0.3909
8 H 0.3899
9 H 0.4797

---

We find A to be the most stable, with the next structure 330.6 kJ/mol higher.

---

A:
Formula: C3H7FO2S
Source: the OMol25 dataset
Level of theory: ωB97M-V with the def2-TZVPD basis set

CARTESIAN COORDINATES (ANGSTROEM)
C 1.535 -0.669 0.054
C 0.585 1.618 0.428
C 0.481 0.118 0.392
O -4.159 -0.988 0.318
O -3.528 0.363 -1.611
F -2.465 0.693 0.678
S -2.999 -0.407 -0.542
H 1.417 -1.701 -0.177
H 2.543 -0.182 -0.169
H -5.054 -0.497 0.445
H 0.381 1.974 1.441
H -0.336 1.823 -0.095
H 1.552 1.834 0.031
H -0.502 -0.406 0.639

Summary:
highest occupied orbital energy = -0.3400 Eh
frontier orbital gap = 0.34954 Ha

What are the Mulliken partial charges on each atom? They are as follows, in elementary charge units:
1 C -0.8598
2 C -0.9081
3 C 0.2489
4 O -0.4522
5 O -0.4697
6 F -0.3006
7 S 0.8488
8 H 0.3004
9 H 0.1719
10 H 0.3717
11 H 0.2480
12 H 0.2014
13 H 0.3663
14 H 0.2330

---

B:
Formula: C3H7FO2S
Source: the OMol25 dataset
Level of theory: ωB97M-V with the def2-TZVPD basis set

CARTESIAN COORDINATES (ANGSTROEM)
C -0.781 0.373 1.250
C -2.462 -0.700 -0.334
C -1.361 0.299 0.097
O 2.081 0.884 -0.544
O 4.508 0.774 0.070
F 3.452 -1.264 -0.709
S 3.566 0.467 -0.921
H 0.090 0.992 1.185
H -1.063 -0.149 2.249
H 1.397 0.287 -0.118
H -3.208 -0.855 0.408
H -2.199 -1.659 -0.695
H -3.064 -0.390 -1.202
H -0.956 0.941 -0.737

Summary:
highest occupied orbital energy = -0.3864 Eh
frontier orbital gap = 0.40961 Ha

What are the Mulliken partial charges on each atom? They are as follows, in elementary charge units:
1 C -0.7936
2 C -1.1119
3 C 0.1280
4 O -0.4031
5 O -0.3814
6 F -0.3445
7 S 0.7412
8 H 0.4102
9 H 0.2235
10 H 0.3269
11 H 0.3180
12 H 0.2910
13 H 0.3198
14 H 0.2758

---

We find A to be the most stable, with the next structure 17.1 kJ/mol higher.

---

A:
Formula: C5H7ClO2
Source: the OMol25 dataset
Level of theory: ωB97M-V with the def2-TZVPD basis set

CARTESIAN COORDINATES (ANGSTROEM)
C -0.457 2.797 -0.617
C -0.210 0.608 0.041
C -0.094 -0.891 -0.194
C 1.049 -1.080 0.785
C 1.117 0.425 0.650
H -0.986 3.494 -1.379
H -1.252 2.364 0.211
H 0.414 3.107 -0.242
H -1.169 0.713 0.581
H 0.432 -0.999 -1.095
H 1.727 -1.872 0.437
H 0.603 -1.150 1.915
O -0.145 1.363 -1.099
O 2.148 1.139 0.650
Cl -1.425 -2.166 -0.048

Summary:
highest occupied orbital energy = -0.3611 Eh
frontier orbital gap = 0.36691 Ha

What are the Mulliken partial charges on each atom? They are as follows, in elementary charge units:
1 C -0.5102
2 C 0.0870
3 C -0.3406
4 C -0.3936
5 C 0.2261
6 H 0.2313
7 H 0.2367
8 H 0.2775
9 H 0.4215
10 H 0.3694
11 H 0.3421
12 H 0.2397
13 O -0.4005
14 O -0.5802
15 Cl -0.2063

---

B:
Formula: C5H7ClO2
Source: the OMol25 dataset
Level of theory: ωB97M-V with the def2-TZVPD basis set

CARTESIAN COORDINATES (ANGSTROEM)
C -0.668 0.491 0.319
C -1.673 -0.687 0.155
C 0.378 -1.483 -0.322
C 0.605 -0.186 -0.065
C 1.859 0.599 -0.081
H -1.637 2.103 -0.273
H -0.627 0.884 1.340
H -2.458 -0.433 -0.566
H -2.171 -0.927 1.138
H 1.053 -2.233 -0.683
H 1.883 1.130 0.842
H 1.856 1.333 -0.873
O -0.860 1.604 -0.575
O -0.939 -1.843 -0.292
Cl 3.398 -0.352 -0.064

Summary:
highest occupied orbital energy = -0.3219 Eh
frontier orbital gap = 0.34482 Ha
SMILES string = O[C@H]1COC=C1CCl

What are the Mulliken partial charges on each atom? They are as follows, in elementary charge units:
1 C 0.3479
2 C -0.4905
3 C -0.5184
4 C 0.0375
5 C -0.4468
6 H 0.3173
7 H 0.3218
8 H 0.2919
9 H 0.2465
10 H 0.4362
11 H 0.2983
12 H 0.3560
13 O -0.5616
14 O -0.4151
15 Cl -0.2210

---

We find B to be the most stable, with the next structure 262.0 kJ/mol higher.

---

A:
Formula: C3H12N2S
Source: the OMol25 dataset
Level of theory: ωB97M-V with the def2-TZVPD basis set

CARTESIAN COORDINATES (ANGSTROEM)
C -2.363 1.344 0.252
C -3.061 0.063 -0.141
S -4.482 -0.487 0.871
H -2.999 2.029 0.824
H -1.912 1.770 -0.632
H -1.604 1.163 1.033
H -3.534 0.236 -1.091
H -2.473 -0.824 -0.357
H -3.942 -1.614 1.374
N 4.023 -0.080 0.122
C 2.604 -0.397 0.227
N 1.983 -0.869 -0.986
H 4.672 -0.809 0.379
H 4.275 0.707 -0.439
H 2.463 -1.068 1.073
H 2.111 0.523 0.540
H 1.734 -0.100 -1.590
H 2.504 -1.587 -1.460

Summary:
highest occupied orbital energy (spin up / spin down) = 0.0484 / -0.1920 Eh
frontier orbital gap (spin up / spin down) = 0.07235 / 0.31252 Ha
total charge = -1
⟨S²⟩ = 0.750
multiplicity = 2

What are the Mulliken partial charges on each atom? They are as follows, in elementary charge units:
1 C -2.1735
2 C -1.0207
3 S -0.4135
4 H 0.4966
5 H 0.7566
6 H 0.4111
7 H 0.4258
8 H 0.7976
9 H 0.1940
10 N -0.6310
11 C -1.5320
12 N -0.9010
13 H 0.2939
14 H 0.2481
15 H 0.6400
16 H 0.4790
17 H 0.6691
18 H 0.2600

---

B:
Formula: C3H12N2S
Source: the OMol25 dataset
Level of theory: ωB97M-V with the def2-TZVPD basis set

CARTESIAN COORDINATES (ANGSTROEM)
C -0.504 1.694 -0.698
N 0.093 0.941 -1.811
C 0.505 2.046 0.370
N 0.671 0.981 1.374
H -1.356 1.208 -0.226
H -0.916 2.628 -1.095
H 0.190 -0.037 -1.557
H -0.541 0.970 -2.602
H 0.187 2.976 0.886
H 1.468 2.253 -0.104
H 1.564 1.079 1.888
H -0.102 1.016 2.068
H 0.590 -0.131 0.913
C -1.160 -2.345 -0.249
S 0.411 -1.770 0.484
H -1.728 -2.914 0.485
H -1.775 -1.519 -0.616
H -0.932 -2.976 -1.097

Summary:
highest occupied orbital energy (spin up / spin down) = 0.0223 / -0.1464 Eh
frontier orbital gap (spin up / spin down) = 0.11588 / 0.28410 Ha
total charge = -1
⟨S²⟩ = 0.750
multiplicity = 2

What are the Mulliken partial charges on each atom? They are as follows, in elementary charge units:
1 C -0.3934
2 N -0.6114
3 C -2.2371
4 N -0.1114
5 H 0.1136
6 H 0.5767
7 H 0.2482
8 H 0.2074
9 H 0.7123
10 H 0.2563
11 H 0.6884
12 H 0.7708
13 H -0.4478
14 C -0.8540
15 S -0.6511
16 H 0.2793
17 H 0.2223
18 H 0.2309

---

We find B to be the most stable, with the next structure 22.1 kJ/mol higher.